{
  "formula": "C43H47Cl2N4O2PbSSi3",
  "method": "ωB97M-V/def2-TZVPD",
  "orbital_gap_ha": 0.16606,
  "e_lumo_ev": -5.53,
  "e_tot_ev": -120168.413,
  "total_charge": 1,
  "de_lowest_kj_mol": 181.6,
  "homo_ev": -10.05,
  "elements": ["Pb", "C", "Si", "C", "C", "C", "C", "C", "C", "C", "C", "N", "Si", "C", "C", "C", "H", "H", "H", "H", "H", "H", "H", "H", "H", "H", "H", "H", "H", "H", "H", "H", "H", "H", "H", "H", "H", "H", "Cl", "C", "C", "C", "Cl", "C", "C", "C", "C", "N", "C", "C", "O", "H", "H", "H", "H", "C", "N", "C", "C", "N", "C", "S", "H", "H", "H", "H", "H", "H", "O", "Si", "C", "C", "C", "C", "C", "C", "C", "C", "C", "C", "C", "C", "C", "C", "C", "C", "C", "C", "H", "H", "H", "H", "H", "H", "H", "H", "H", "H", "H", "H", "H", "H", "H"],
  "positions_angstrom": [[0.969035, 0.380222, 1.213722], [3.516349, -3.245705, -1.725293], [3.266217, -1.834075, -0.526201], [2.940366, -0.237911, -1.421845], [4.777569, -1.593798, 0.539939], [1.858245, -2.516667, 0.638295], [2.282970, -2.716800, 2.039419], [2.842392, -3.956179, 2.385516], [3.224940, -4.156080, 3.696903], [2.998563, -3.158687, 4.634538], [2.428647, -1.978620, 4.201777], [2.102201, -1.741368, 2.926845], [0.259133, -3.625640, 0.396574], [-1.029488, -3.017792, -0.775726], [0.971315, -5.249722, -0.221834], [-0.491679, -3.783109, 2.098435], [4.368534, -2.986491, -2.357744], [2.649052, -3.394214, -2.370985], [3.745057, -4.188315, -1.225587], [3.722520, -0.142927, -2.180046], [3.025984, 0.616971, -0.747914], [1.964803, -0.183083, -1.918414], [5.597212, -1.248532, -0.093961], [5.104448, -2.506459, 1.040255], [4.610724, -0.832423, 1.305338], [2.988396, -4.723281, 1.639229], [3.671120, -5.097824, 3.987320], [3.249859, -3.295290, 5.676075], [2.219479, -1.185173, 4.905938], [-0.946603, -3.477241, -1.758830], [-0.998192, -1.935975, -0.875513], [-2.002505, -3.282165, -0.356079], [1.537084, -5.122114, -1.144446], [0.108866, -5.884534, -0.438578], [1.594461, -5.775009, 0.500728], [-0.681345, -2.796920, 2.532132], [0.121717, -4.349063, 2.800614], [-1.455283, -4.287501, 2.008374], [-0.375301, 5.111655, -0.373020], [-0.059906, 4.699288, 1.270827], [-0.314259, 5.659811, 2.263825], [-0.052113, 5.400912, 3.577204], [-0.396879, 6.602644, 4.780884], [0.515410, 4.161463, 3.953772], [0.888898, 3.819681, 5.270538], [1.459306, 2.601937, 5.520364], [1.642841, 1.712806, 4.450578], [1.283787, 1.991580, 3.221128], [0.740344, 3.198068, 2.942898], [0.431557, 3.435465, 1.561665], [0.605065, 2.509431, 0.658840], [-0.727501, 6.614836, 1.969577], [0.741390, 4.538636, 6.064751], [1.769692, 2.317140, 6.515473], [2.111947, 0.752127, 4.615538], [-3.054450, 2.281354, 4.149988], [-2.879780, 2.390311, 2.711322], [-3.428461, 3.379836, 1.915701], [-3.025086, 3.144210, 0.648338], [-2.262386, 2.005179, 0.687125], [-2.171585, 1.545445, 1.939370], [-1.376459, 0.114705, 2.479060], [-3.074191, 3.281898, 4.575662], [-2.217568, 1.724053, 4.563106], [-3.982395, 1.762202, 4.385014], [-4.032328, 4.168394, 2.326596], [-3.197354, 3.687123, -0.263180], [-1.706763, 1.626984, -0.076583], [-0.052515, 0.123002, -0.831730], [-0.815815, 0.281809, -2.242713], [-1.179471, 2.057033, -2.767538], [-2.476665, 2.532786, -2.965112], [-2.706912, 3.799726, -3.493391], [-1.636203, 4.608179, -3.841808], [-0.336326, 4.156790, -3.644370], [-0.115685, 2.900605, -3.104575], [0.091485, -0.419880, -3.754171], [-0.182745, 0.109409, -5.019985], [0.398683, -0.410957, -6.168441], [1.288298, -1.471355, -6.081367], [1.583224, -2.012168, -4.838555], [0.984809, -1.492881, -3.698941], [-2.479744, -0.613768, -2.147806], [-2.980213, -1.063487, -0.923519], [-4.185456, -1.749149, -0.838252], [-4.917638, -2.004070, -1.988517], [-4.436337, -1.574094, -3.217822], [-3.230731, -0.890850, -3.293078], [-3.323248, 1.891315, -2.740468], [-3.720866, 4.146581, -3.652051], [-1.812171, 5.588673, -4.265876], [0.501132, 4.788340, -3.913056], [0.903872, 2.555608, -2.966432], [-0.856670, 0.952730, -5.115562], [0.160071, 0.017478, -7.133589], [1.750859, -1.870658, -6.974658], [2.275869, -2.841641, -4.760066], [1.216213, -1.945810, -2.741166], [-2.402385, -0.900049, -0.019307], [-4.550239, -2.087918, 0.124273], [-5.854050, -2.544090, -1.930769], [-5.000894, -1.773522, -4.119803], [-2.869169, -0.573397, -4.265106]],
  "atomic_forces_ev_per_a": [[-0.5, -0.1, -0.9], [0.0, -0.1, 0.0], [0.2, 0.0, -0.1], [-0.4, 0.0, -0.1], [-0.1, -0.1, 0.1], [-0.1, 0.5, 0.2], [0.1, 0.1, -0.1], [0.1, 0.1, -0.1], [0.0, 0.0, 0.0], [0.0, 0.0, 0.0], [0.1, -0.2, -0.1], [-0.1, 0.1, 0.6], [-0.2, -0.1, -0.1], [0.6, -0.2, 0.1], [0.2, 0.0, 0.1], [0.1, 0.0, 0.1], [0.0, 0.0, 0.0], [0.1, 0.0, 0.0], [0.0, 0.0, 0.0], [0.0, 0.0, 0.0], [0.1, 0.0, 0.0], [0.5, 0.0, 0.3], [0.0, 0.0, 0.0], [0.0, 0.0, 0.0], [0.0, 0.0, 0.0], [0.0, 0.0, 0.0], [0.0, 0.0, 0.0], [0.0, 0.0, 0.0], [0.0, 0.0, 0.0], [0.0, 0.0, -0.1], [0.3, -0.5, 0.0], [0.1, -0.1, -0.1], [-0.1, 0.0, 0.0], [0.0, 0.0, 0.0], [0.0, 0.0, 0.0], [0.0, 0.0, 0.0], [0.0, 0.0, 0.0], [0.0, 0.0, 0.0], [-0.1, 0.0, -0.1], [0.0, -0.1, -0.1], [0.0, 0.0, 0.1], [0.0, 0.0, -0.1], [0.0, 0.0, 0.0], [0.0, 0.0, 0.0], [0.0, 0.0, 0.0], [0.0, 0.0, 0.0], [0.0, 0.0, 0.0], [0.2, -0.2, 0.1], [0.0, 0.0, 0.0], [-0.1, 0.3, 0.2], [0.2, -0.4, 0.0], [0.0, 0.0, 0.0], [0.0, 0.0, 0.0], [0.0, 0.0, 0.0], [0.0, 0.0, 0.0], [0.0, 0.0, 0.0], [0.0, 0.0, -0.1], [0.1, 0.0, 0.0], [0.0, 0.1, 0.0], [0.1, -0.1, -0.1], [0.0, 0.0, 0.1], [0.0, 0.0, 0.0], [0.0, 0.0, 0.0], [0.0, 0.0, 0.0], [0.0, 0.0, 0.0], [0.0, 0.0, 0.0], [0.0, 0.0, 0.0], [0.0, 0.0, 0.0], [-0.1, 0.1, 0.4], [-0.3, 0.1, -0.4], [0.0, 0.0, 0.2], [0.0, 0.0, 0.0], [0.0, 0.0, 0.0], [0.0, 0.0, 0.1], [0.0, 0.0, 0.0], [0.0, 0.0, 0.0], [0.1, 0.0, 0.1], [0.0, 0.0, 0.0], [0.0, 0.0, 0.0], [0.0, 0.0, 0.0], [0.0, 0.0, 0.1], [-0.2, -0.1, 0.0], [-0.1, 0.1, 0.0], [-0.6, 0.5, -0.1], [0.0, 0.2, 0.0], [0.0, 0.0, 0.0], [0.0, 0.0, 0.0], [0.0, 0.1, 0.1], [0.0, 0.0, 0.0], [0.0, 0.0, 0.0], [0.0, 0.0, 0.0], [0.0, 0.0, 0.0], [0.0, 0.0, 0.0], [0.0, 0.0, 0.0], [0.0, 0.0, 0.0], [0.0, 0.0, 0.0], [0.0, 0.0, 0.0], [-0.1, 0.0, 0.0], [-0.2, 0.1, 0.0], [0.0, 0.0, 0.0], [0.0, 0.0, 0.0], [0.0, 0.0, 0.0], [0.0, 0.0, 0.0]],
  "mulliken_charge": [1.543, -0.872, -0.195, -1.094, -1.069, 1.482, -0.517, -0.798, -0.707, -1.022, -0.392, 0.856, -0.014, 0.599, -1.272, -0.975, 0.460, 0.105, 0.405, 0.623, 0.386, 0.088, 0.425, 0.349, 0.240, 0.473, 0.503, 0.463, 0.468, 0.411, -1.609, 0.611, 0.347, 0.482, 0.380, 0.165, 0.363, 0.459, -0.133, 0.953, -0.675, 0.719, -0.260, 0.319, -1.044, -0.934, -0.063, 0.162, 0.365, -0.864, -0.808, 0.516, 0.449, 0.479, -0.010, -0.865, 0.307, -0.841, -0.503, 0.915, 0.306, -0.625, 0.365, 0.299, 0.293, 0.488, 0.490, -0.985, 3.005, -3.399, 1.030, -0.526, -0.707, -0.585, -0.920, -0.067, 1.222, -0.713, -0.827, -0.761, -0.805, 0.567, 1.236, -0.324, -0.760, -0.780, -0.802, -0.526, 0.427, 0.459, 0.383, 0.445, 0.258, 0.313, 0.430, 0.391, 0.448, -0.420, 0.638, 0.476, 0.394, 0.427, 0.409]
}



{
  "formula": "C43H47Cl3N7NiO2Se",
  "method": "ωB97M-V/def2-TZVPD",
  "orbital_gap_ha": 0.12192,
  "e_lumo_ev": 0.26,
  "e_tot_ev": -203838.922,
  "total_charge": -1,
  "de_lowest_kj_mol": 249.7,
  "homo_ev": -3.06,
  "elements": ["Ni", "C", "C", "C", "C", "C", "C", "C", "N", "C", "C", "C", "C", "C", "C", "C", "C", "C", "C", "N", "C", "C", "C", "N", "C", "C", "C", "C", "C", "C", "C", "C", "C", "C", "C", "C", "C", "C", "N", "C", "C", "H", "H", "H", "H", "H", "H", "H", "H", "H", "H", "H", "H", "H", "H", "H", "H", "H", "H", "H", "H", "H", "H", "H", "H", "H", "H", "H", "H", "H", "H", "H", "H", "H", "H", "H", "H", "H", "H", "H", "H", "H", "H", "H", "H", "Cl", "C", "Cl", "Cl", "C", "O", "O", "Se", "N", "C", "C", "C", "C", "N", "C", "N", "H", "H", "H"],
  "positions_angstrom": [[0.000036, -0.367345, 0.020850], [5.154976, -4.103234, -0.458357], [4.187310, -3.692959, -1.576436], [2.829957, -3.312732, -1.067971], [1.715622, -4.089823, -0.948227], [1.516377, -5.524554, -1.328697], [1.641201, -6.493205, -0.145462], [0.697520, -3.233390, -0.403940], [1.164358, -1.973088, -0.218600], [2.447073, -1.998401, -0.621594], [3.281562, -0.867350, -0.626942], [2.870314, 0.418672, -0.478690], [3.694521, 1.590618, -0.593392], [5.190616, 1.594601, -0.647393], [5.844797, 1.411250, 0.730241], [2.833782, 2.654213, -0.616286], [1.510561, 2.096865, -0.511326], [0.254342, 2.888271, -0.636991], [-0.709962, 2.510749, 0.425852], [-0.955223, 1.250790, 0.702616], [-2.028675, 1.271038, 1.590548], [-2.743493, 0.173474, 1.915406], [-2.492611, -1.147388, 1.474787], [-1.425085, -1.510756, 0.746777], [-1.538546, -2.855995, 0.563734], [-0.580579, -3.640898, -0.050744], [-2.743840, -3.354471, 1.167421], [-3.333345, -2.277305, 1.765000], [-4.593731, -2.234355, 2.576723], [-4.337743, -2.241181, 4.087697], [-3.169960, -4.790745, 1.196725], [-2.487377, -5.591362, 2.312045], [-2.361424, 2.636989, 1.929656], [-1.534127, 3.418124, 1.189213], [-1.518241, 4.912518, 1.100737], [-2.449826, 5.450290, 0.005885], [-3.440880, 3.073066, 2.865675], [-3.099342, 2.808656, 4.337258], [1.528202, 0.791279, -0.405218], [3.153046, 4.117973, -0.658577], [3.135505, 4.769194, 0.729384], [6.145465, -4.349122, -0.855788], [4.776065, -4.976847, 0.078164], [5.270642, -3.295696, 0.271968], [4.081457, -4.514227, -2.287790], [4.614620, -2.860141, -2.139376], [2.245315, -5.792050, -2.095265], [0.533966, -5.631238, -1.795382], [2.630738, -6.421128, 0.312957], [1.487036, -7.529254, -0.460448], [0.905745, -6.261344, 0.630255], [4.330635, -1.025611, -0.862871], [5.529471, 2.534888, -1.087170], [5.536234, 0.801444, -1.317206], [5.644083, 2.273419, 1.372449], [6.929477, 1.295958, 0.646334], [5.442033, 0.526731, 1.230173], [0.537389, 3.935939, -0.538924], [-3.629441, 0.326392, 2.524863], [-0.832121, -4.680271, -0.225449], [-5.216833, -3.091118, 2.312919], [-5.171226, -1.346477, 2.311497], [-3.824527, -3.158523, 4.386745], [-5.271886, -2.172896, 4.652690], [-3.700291, -1.400712, 4.378430], [-2.953170, -5.258159, 0.232984], [-4.253653, -4.841834, 1.323211], [-1.399962, -5.563367, 2.195766], [-2.806389, -6.637840, 2.304675], [-2.723551, -5.168596, 3.291629], [-0.498082, 5.261888, 0.916639], [-1.810344, 5.328894, 2.066947], [-2.226050, 4.985506, -0.956047], [-2.355471, 6.535248, -0.105864], [-3.492133, 5.217748, 0.242131], [-4.373977, 2.564250, 2.607376], [-3.628200, 4.138622, 2.721904], [-2.953589, 1.741134, 4.522759], [-3.894818, 3.164132, 4.996654], [-2.171975, 3.317579, 4.613597], [2.437106, 4.636645, -1.302744], [4.132475, 4.263559, -1.117931], [2.150857, 4.658318, 1.194246], [3.371489, 5.836314, 0.679357], [3.862627, 4.286064, 1.388009], [1.907021, -0.117727, -3.884777], [0.486425, -1.092505, -4.386079], [-0.667140, -0.012784, -5.226976], [1.044880, -2.337240, -5.531021], [-0.246766, -1.703345, -3.112403], [-0.560148, -2.896152, -3.191689], [-0.430968, -0.845684, -2.222509], [-4.926008, 3.249698, -3.943978], [-3.551660, 4.394103, -4.317688], [-2.570837, 3.975551, -3.599096], [-1.278554, 4.661052, -3.528978], [-0.321185, 4.123334, -2.786080], [-0.471001, 2.792289, -2.079438], [-1.808344, 2.276696, -1.946418], [-2.758398, 2.778219, -2.729237], [-3.999391, 2.271685, -2.767921], [-1.146463, 5.594784, -4.062297], [0.651219, 4.616058, -2.714313], [0.132415, 2.079657, -2.667563]],
  "atomic_forces_ev_per_a": [[0.1, 0.0, 0.4], [0.0, 0.0, 0.0], [0.0, 0.0, 0.1], [0.3, 0.4, 0.0], [-0.4, 0.0, 0.1], [0.0, 0.0, 0.1], [0.0, 0.0, 0.0], [-0.1, -0.4, 0.0], [-0.1, 0.4, -0.2], [-0.2, -0.5, 0.1], [0.2, 0.6, -0.1], [0.1, -0.7, -0.1], [0.0, 0.5, 0.0], [0.0, 0.0, 0.0], [-0.1, 0.0, 0.0], [0.5, -0.1, 0.0], [-0.6, 0.0, -0.6], [0.2, 0.2, 0.3], [0.2, -0.7, -0.6], [0.5, 0.1, -0.3], [-0.3, -0.8, 0.2], [-0.1, 0.8, 0.1], [0.2, -0.6, -0.2], [0.2, 0.6, 0.2], [0.0, -0.6, -0.3], [-0.1, 0.2, 0.0], [0.3, -0.1, -0.1], [-0.1, 0.3, 0.1], [0.1, 0.0, 0.0], [0.0, 0.0, 0.0], [0.0, 0.0, 0.0], [0.0, 0.0, 0.0], [0.1, 0.5, -0.2], [-0.4, 0.1, 0.2], [0.0, 0.1, -0.1], [-0.1, -0.1, 0.0], [0.0, -0.1, 0.1], [0.0, 0.0, 0.0], [-0.3, -0.1, 0.3], [0.0, 0.0, -0.1], [0.0, -0.1, 0.1], [-0.1, 0.0, 0.0], [0.0, 0.1, 0.0], [0.0, -0.1, -0.1], [0.0, 0.0, 0.0], [0.0, 0.0, 0.0], [0.0, 0.0, 0.0], [0.0, 0.0, 0.0], [0.0, 0.0, 0.0], [0.0, 0.1, 0.0], [0.0, 0.0, 0.0], [-0.1, 0.0, 0.1], [0.0, 0.0, 0.0], [0.0, 0.0, 0.0], [0.0, -0.1, 0.0], [-0.1, 0.0, 0.0], [0.1, 0.0, 0.0], [-0.1, 0.0, 0.3], [0.1, 0.0, 0.0], [0.0, 0.0, 0.0], [0.0, 0.0, 0.0], [0.0, 0.0, 0.0], [0.0, 0.1, 0.0], [0.1, 0.0, -0.1], [-0.1, -0.1, 0.0], [0.0, 0.0, 0.0], [0.0, 0.0, 0.0], [-0.1, 0.0, 0.0], [0.0, 0.1, 0.0], [0.0, 0.0, 0.0], [0.0, 0.0, 0.0], [0.0, 0.0, 0.0], [0.0, 0.0, 0.1], [0.0, -0.1, 0.1], [0.1, 0.0, 0.0], [0.0, 0.0, 0.0], [0.0, 0.0, 0.0], [0.0, 0.1, 0.0], [0.0, 0.0, 0.0], [-0.1, 0.0, 0.0], [0.1, 0.0, 0.0], [0.0, 0.0, 0.0], [0.1, 0.0, 0.0], [0.0, -0.1, 0.0], [0.0, 0.0, 0.0], [0.0, -0.1, 0.0], [-0.1, 0.2, -0.2], [0.2, -0.2, 0.2], [0.0, 0.1, 0.1], [-0.3, 0.0, 0.5], [0.2, 0.4, 0.1], [0.1, -0.3, -0.5], [-0.5, 0.2, -0.4], [-0.2, -0.1, 0.1], [0.4, 0.0, 0.2], [-0.4, -0.1, -0.1], [0.5, -0.1, 0.3], [-0.4, -0.2, -0.5], [0.1, 0.5, 0.0], [0.1, -0.4, 0.5], [0.6, 0.3, 0.0], [0.0, 0.0, 0.0], [-0.1, 0.0, -0.1], [0.1, -0.1, 0.2]],
  "mulliken_charge": [-0.230, -1.143, -1.174, 0.482, 1.118, -1.291, -0.941, -0.076, -0.627, 0.333, -0.829, 0.376, 0.578, -1.196, -1.140, 0.792, -0.205, 0.288, -0.020, -0.900, 0.059, -0.924, 0.602, -0.392, -0.303, -0.187, 0.872, 0.703, -1.275, -0.978, -1.168, -0.982, 1.198, 0.699, -1.144, -0.970, -0.983, -1.128, 0.036, -0.786, -1.097, 0.399, 0.242, 0.277, 0.470, 0.392, 0.459, 0.385, 0.234, 0.398, 0.124, 0.372, 0.383, 0.391, 0.276, 0.395, 0.287, 0.704, 0.398, 0.495, 0.355, 0.422, 0.225, 0.385, 0.215, 0.430, 0.443, 0.209, 0.375, 0.216, 0.101, 0.607, 0.125, 0.455, 0.283, 0.403, 0.413, 0.224, 0.406, 0.314, -0.099, 0.466, 0.188, 0.409, 0.235, -0.136, 0.595, -0.127, -0.177, -0.052, -0.709, -0.313, 0.013, -0.968, 0.854, -0.825, -0.591, 1.030, -0.134, 0.245, -0.886, 0.394, 0.200, -0.349]
}



Q: What is the formula in the first record?
A: C43H47Cl2N4O2PbSSi3